[1]
The following is a DFT calculation (ωB97M-V/def2-TZVPD) of a structure of composition C29H68CrN2O6S2Si5Te.

XYZ file:
```
114
Properties=species:S:1:pos:R:3:lowdin_spin:R:1
Cr 13.349 9.441 14.283 3.815
N 10.343 11.488 16.159 0.000
C 9.975 10.595 17.248 0.000
C 10.967 9.436 17.552 0.001
C 11.212 8.333 16.534 0.008
O 10.584 7.256 16.696 0.008
O 12.157 8.501 15.625 0.030
H 11.368 11.537 16.026 0.000
H 10.005 12.429 16.307 0.000
H 8.965 10.196 17.020 0.000
H 9.839 11.158 18.181 0.000
H 10.593 8.938 18.467 0.000
H 11.901 9.943 17.824 0.000
C 14.211 7.119 17.886 0.000
C 15.433 7.487 17.064 0.001
C 16.645 7.665 17.950 0.001
C 15.643 6.434 15.973 0.001
O 15.189 8.800 16.410 0.022
Si 15.279 10.427 16.728 0.004
S 14.141 11.586 15.529 -0.010
O 14.685 10.626 18.235 0.001
C 14.713 11.687 19.214 0.000
C 15.655 11.191 20.287 0.000
C 15.246 12.978 18.573 -0.001
C 13.297 11.899 19.750 0.000
O 16.833 10.930 16.591 0.001
C 17.916 11.193 15.701 0.000
C 17.447 12.061 14.538 0.001
C 18.478 9.859 15.256 0.000
C 18.940 12.006 16.468 0.000
H 14.433 6.392 18.678 0.000
H 13.449 6.699 17.232 0.000
H 13.850 8.032 18.371 0.000
H 16.915 6.756 18.510 0.000
H 16.458 8.488 18.651 0.000
H 17.542 7.982 17.415 0.000
H 15.600 5.421 16.385 0.000
H 16.605 6.566 15.464 0.000
H 14.840 6.515 15.230 0.001
H 16.618 10.890 19.863 0.000
H 15.262 10.348 20.852 0.000
H 15.844 11.993 21.006 0.000
H 16.230 12.809 18.111 0.000
H 15.365 13.792 19.292 0.000
H 14.582 13.374 17.790 -0.001
H 12.924 10.990 20.259 0.000
H 12.583 12.181 18.976 0.000
H 13.322 12.704 20.480 0.000
H 16.651 11.542 13.979 0.000
H 18.294 12.267 13.876 0.000
H 17.011 12.986 14.907 0.000
H 17.712 9.254 14.744 0.000
H 18.881 9.249 16.081 0.000
H 19.270 10.026 14.533 0.000
H 18.508 12.902 16.905 0.000
H 19.757 12.352 15.811 0.000
H 19.423 11.447 17.278 0.000
S 15.248 9.689 12.522 0.002
C 16.069 8.278 12.712 0.001
N 16.643 7.259 12.853 -0.004
C 9.386 10.472 9.543 0.000
Si 10.404 12.014 9.106 0.004
C 12.067 11.771 8.163 0.000
C 9.287 13.280 8.188 0.003
Si 10.750 13.295 11.049 0.045
Te 12.149 11.544 12.699 0.028
Si 8.762 13.915 12.138 0.005
C 7.476 12.520 11.912 0.000
C 8.469 15.393 10.938 0.004
C 9.139 14.446 13.921 0.000
Si 12.359 15.007 10.836 0.006
C 12.334 16.081 12.408 0.000
C 11.567 15.919 9.321 0.003
C 14.089 14.325 10.450 0.001
H 9.607 9.734 8.754 0.000
H 8.326 10.683 9.522 0.000
H 9.607 10.037 10.518 0.000
H 11.810 11.191 7.267 0.000
H 12.856 11.233 8.691 0.000
H 12.519 12.712 7.839 0.000
H 9.259 12.815 7.180 0.000
H 9.706 14.272 8.059 0.000
H 8.271 13.364 8.565 0.000
H 7.251 12.306 10.866 0.000
H 6.589 12.933 12.392 0.000
H 7.702 11.568 12.391 0.000
H 8.462 15.165 9.886 0.000
H 9.123 16.263 11.087 0.000
H 7.450 15.696 11.213 0.001
H 9.344 13.598 14.557 0.000
H 8.198 14.896 14.256 0.000
H 9.938 15.168 14.066 0.000
H 11.371 16.555 12.579 0.000
H 13.045 16.887 12.201 0.000
H 12.613 15.595 13.344 0.000
H 10.505 16.098 9.367 0.000
H 11.835 15.464 8.368 0.000
H 12.085 16.889 9.373 0.001
H 14.447 13.575 11.158 0.001
H 14.736 15.209 10.516 0.000
H 14.163 13.867 9.459 0.000
C 10.481 6.666 11.998 0.000
C 11.306 7.107 10.793 0.000
C 12.653 7.604 11.380 0.001
O 12.459 7.800 12.841 0.013
C 10.991 7.538 13.147 0.001
H 10.589 5.596 12.221 0.000
H 9.419 6.819 11.889 0.000
H 10.820 7.910 10.237 0.000
H 11.476 6.278 10.105 0.000
H 12.933 8.588 11.001 0.000
H 13.477 6.872 11.218 0.000
H 10.538 8.556 13.167 0.000
H 10.956 7.084 14.151 0.000
```

The HOMO-LUMO gap (alpha / beta) comes out at 4.7925 / 4.8296 eV. The spin multiplicity is 5. Its expectation value of S² is 6.0215. As for the total charge: -2. For the HOMO energy (alpha / beta), the calculation gives -0.9 / -0.9 eV. The energy above the lowest of the compared OMol25 structures with the same formula, charge and spin comes out at 0.0 kJ/mol. The value obtained for the total energy is -143225.52864 eV.



[2]
The following is a DFT calculation (ωB97M-V/def2-TZVPD) of a cluster of 5 separate species, C29H68NO5 in total.

XYZ file:
```
103
Properties=species:S:1:pos:R:3:lowdin_charge:R:1
C 3.007 -5.417 2.226 -0.114
C 2.868 -4.156 1.311 -0.249
C 1.824 -4.389 0.166 -0.221
C 0.981 -3.093 -0.084 -0.209
C -0.003 -2.819 1.102 -0.196
C -1.412 -2.359 0.603 -0.208
C -2.210 -1.508 1.628 -0.171
C -3.190 -2.269 2.578 -0.160
C -3.251 -3.814 2.431 -0.117
C -4.486 -4.248 1.564 -0.288
C -4.130 -4.810 0.161 -0.058
N -3.338 -6.071 0.261 0.075
C -3.587 -6.910 1.477 -0.064
C -4.727 -6.446 2.444 -0.158
O -5.335 -5.195 2.195 -0.086
H 2.053 -5.574 2.759 0.062
H 3.209 -6.308 1.610 0.064
H 3.811 -5.236 2.956 0.072
H 2.610 -3.293 1.948 0.100
H 3.851 -3.977 0.843 0.099
H 2.395 -4.611 -0.751 0.105
H 1.164 -5.233 0.444 0.092
H 0.459 -3.243 -1.049 0.103
H 1.709 -2.278 -0.230 0.117
H -0.099 -3.773 1.657 0.097
H 0.457 -2.033 1.720 0.112
H -1.931 -3.256 0.219 0.070
H -1.216 -1.721 -0.281 0.116
H -2.766 -0.735 1.065 0.110
H -1.471 -0.940 2.223 0.101
H -4.183 -1.793 2.495 0.115
H -2.873 -2.060 3.617 0.112
H -2.307 -4.291 2.114 0.097
H -3.462 -4.216 3.441 0.127
H -5.109 -3.359 1.380 0.160
H -5.092 -5.077 -0.318 0.151
H -3.662 -4.082 -0.519 0.136
H -2.340 -5.857 0.213 0.176
H -3.542 -6.632 -0.566 0.183
H -3.833 -7.929 1.131 0.138
H -2.636 -7.026 2.023 0.139
H -4.331 -6.523 3.476 0.133
H -5.533 -7.198 2.396 0.135
C -4.042 4.504 2.621 -0.071
C -4.342 3.028 2.809 -0.279
O -3.320 2.177 2.315 -0.174
C -2.050 2.316 2.928 -0.283
C -2.057 1.994 4.412 -0.077
H -3.775 4.713 1.584 0.072
H -4.910 5.107 2.891 0.081
H -3.206 4.826 3.243 0.071
H -5.243 2.774 2.248 0.116
H -4.555 2.802 3.860 0.107
H -1.641 3.314 2.744 0.110
H -1.391 1.610 2.418 0.104
H -2.621 2.735 4.982 0.070
H -1.038 1.981 4.803 0.078
H -2.518 1.020 4.594 0.073
C -0.140 5.694 -0.857 -0.076
C -1.568 6.066 -0.499 -0.279
O -1.715 6.545 0.827 -0.177
C -1.007 7.732 1.142 -0.278
C -1.433 8.931 0.312 -0.076
H 0.280 5.018 -0.109 0.079
H -0.105 5.210 -1.833 0.075
H 0.504 6.575 -0.900 0.066
H -2.193 5.174 -0.567 0.112
H -1.976 6.788 -1.214 0.108
H 0.073 7.565 1.065 0.108
H -1.217 7.936 2.193 0.118
H -1.149 8.815 -0.736 0.058
H -0.960 9.839 0.686 0.078
H -2.517 9.057 0.346 0.083
C 3.516 6.991 -5.100 -0.080
C 2.182 6.271 -5.020 -0.282
O 1.293 6.828 -4.067 -0.175
C 0.898 8.170 -4.293 -0.280
C 0.143 8.369 -5.596 -0.079
H 3.960 7.088 -4.107 0.082
H 4.206 6.444 -5.744 0.077
H 3.405 7.997 -5.508 0.067
H 2.354 5.241 -4.702 0.117
H 1.704 6.219 -6.004 0.107
H 1.762 8.839 -4.234 0.109
H 0.242 8.433 -3.460 0.110
H 0.789 8.217 -6.462 0.067
H -0.255 9.383 -5.653 0.078
H -0.684 7.660 -5.674 0.082
C 6.591 -4.864 -3.693 -0.079
C 6.608 -4.246 -2.306 -0.278
O 5.629 -4.784 -1.433 -0.178
C 5.742 -6.169 -1.146 -0.283
C 7.039 -6.538 -0.448 -0.076
H 5.583 -4.838 -4.112 0.081
H 7.266 -4.325 -4.358 0.079
H 6.909 -5.908 -3.671 0.067
H 6.381 -3.182 -2.390 0.118
H 7.603 -4.318 -1.856 0.109
H 5.603 -6.761 -2.057 0.109
H 4.906 -6.409 -0.486 0.103
H 7.900 -6.412 -1.107 0.069
H 7.015 -7.581 -0.129 0.078
H 7.199 -5.905 0.426 0.083
```

The HOMO-LUMO gap comes out at 7.5123 eV. As for the total charge: +1. For the HOMO energy, the calculation gives -10.8 eV. The value obtained for the total energy is -42894.21278 eV.



[3]
The following is a DFT calculation (ωB97M-V/def2-TZVPD) of a cluster of 3 separate species, C29H69FN2O13P4 in total.

XYZ file:
```
118
Properties=species:S:1:pos:R:3:lowdin_charge:R:1
C 2.491 5.864 -0.485 -0.071
C 1.878 4.564 -0.006 -0.266
O 2.236 3.446 -0.838 -0.207
P 1.700 3.334 -2.343 0.476
O 2.689 3.866 -3.294 -0.266
C 0.106 4.153 -2.526 -0.205
C -1.090 3.253 -2.141 -0.208
C -2.254 4.050 -1.534 -0.156
N -3.574 3.496 -1.845 -0.133
C -4.534 4.527 -2.224 -0.082
C -4.359 4.897 -3.687 -0.385
F -5.613 5.160 -4.231 0.022
O -3.571 6.029 -3.805 -0.117
C -3.176 6.309 -5.142 -0.310
P -1.955 5.146 -5.884 0.713
N -2.396 4.640 -7.298 -0.309
O -4.039 2.872 -0.644 -0.125
C -4.889 1.771 -0.946 -0.182
C -4.249 0.417 -0.603 -0.324
C -2.769 0.354 -0.987 -0.049
C -5.144 -0.735 -1.111 -0.150
C -4.764 -1.443 -2.422 -0.392
C -4.524 -0.492 -3.617 -0.058
C -3.632 -2.487 -2.246 -0.077
O 1.369 1.800 -2.592 -0.204
C 2.301 0.809 -2.112 -0.245
C 3.426 0.561 -3.127 -0.055
H 3.574 5.762 -0.495 0.087
H 2.221 6.646 0.227 0.083
H 2.140 6.158 -1.473 0.069
H 2.284 4.324 0.977 0.116
H 0.792 4.610 0.110 0.106
H 0.073 5.075 -1.945 0.085
H 0.053 4.435 -3.577 0.069
H -0.737 2.560 -1.375 0.089
H -1.412 2.626 -2.971 0.104
H -2.201 5.097 -1.840 0.113
H -2.152 4.035 -0.445 0.131
H -5.548 4.147 -2.117 0.132
H -4.438 5.425 -1.602 0.142
H -3.951 4.050 -4.249 0.141
H -2.679 7.280 -5.101 0.095
H -4.016 6.411 -5.831 0.098
H -1.831 4.135 -4.906 -0.007
H -0.714 5.811 -5.874 0.008
H -1.708 4.864 -8.006 -0.046
H -5.762 1.882 -0.295 0.128
H -5.244 1.812 -1.976 0.112
H -4.273 0.369 0.491 0.132
H -2.596 0.708 -2.003 0.070
H -2.219 1.042 -0.344 0.073
H -2.338 -0.635 -0.850 0.073
H -5.282 -1.487 -0.332 0.113
H -6.145 -0.309 -1.271 0.113
H -5.643 -2.031 -2.698 0.117
H -5.379 -0.496 -4.295 0.075
H -4.343 0.537 -3.318 0.047
H -3.676 -0.833 -4.212 0.074
H -3.957 -3.479 -2.558 0.072
H -2.717 -2.199 -2.760 0.068
H -3.384 -2.588 -1.187 0.066
H 1.718 -0.105 -2.004 0.116
H 2.668 1.067 -1.119 0.087
H 3.399 -0.475 -3.461 0.074
H 4.401 0.792 -2.702 0.061
H 3.268 1.208 -3.987 0.076
O 6.470 -1.547 3.120 -0.220
P 5.024 -1.317 3.181 0.402
O 4.633 0.033 3.933 -0.165
C 5.551 1.127 4.050 -0.264
C 5.192 2.248 3.096 -0.074
O 4.340 -2.389 4.146 -0.188
C 5.059 -3.518 4.650 -0.282
C 5.499 -3.274 6.077 -0.070
O 3.930 -1.425 2.043 -0.180
C 3.965 -0.536 0.912 -0.252
C 5.294 -0.558 0.184 -0.064
H 6.575 0.791 3.881 0.110
H 5.486 1.477 5.081 0.119
H 5.328 1.937 2.058 0.063
H 5.829 3.114 3.275 0.081
H 4.150 2.543 3.224 0.079
H 5.913 -3.749 4.013 0.109
H 4.373 -4.365 4.605 0.114
H 6.115 -2.376 6.139 0.077
H 6.072 -4.122 6.453 0.078
H 4.631 -3.124 6.720 0.078
H 3.703 0.475 1.234 0.106
H 3.173 -0.879 0.247 0.109
H 6.105 -0.200 0.822 0.068
H 5.253 0.078 -0.700 0.064
H 5.544 -1.573 -0.124 0.091
O -0.807 -4.988 1.518 -0.227
P -0.295 -5.745 2.665 0.396
O -0.439 -4.962 4.044 -0.165
C -1.401 -3.916 4.227 -0.265
C -2.577 -4.392 5.053 -0.073
O 1.291 -5.879 2.564 -0.177
C 2.001 -5.496 1.382 -0.266
C 2.628 -4.132 1.565 -0.067
O -0.544 -7.252 3.075 -0.161
C -1.857 -7.712 3.450 -0.252
C -2.911 -7.416 2.403 -0.082
H -1.738 -3.530 3.264 0.108
H -0.883 -3.107 4.742 0.120
H -3.152 -5.149 4.516 0.061
H -3.243 -3.559 5.277 0.080
H -2.237 -4.833 5.991 0.082
H 1.343 -5.510 0.513 0.106
H 2.770 -6.254 1.226 0.118
H 1.868 -3.390 1.810 0.086
H 3.147 -3.817 0.658 0.080
H 3.341 -4.140 2.388 0.059
H -2.123 -7.281 4.418 0.105
H -1.760 -8.786 3.592 0.119
H -3.040 -6.341 2.258 0.063
H -3.871 -7.835 2.707 0.082
H -2.628 -7.845 1.442 0.087
```

The HOMO-LUMO gap comes out at 9.3650 eV. The SMILES is CCOP(=O)(CCCN(C[C@@H](F)OC[PH2]=N)OC[C@H](C)CC(C)C)OCC.CCOP(=O)(OCC)OCC.CCOP(=O)(OCC)OCC. For the HOMO energy, the calculation gives -9.0 eV. The value obtained for the total energy is -100666.88879 eV.



[4]
The following is a DFT calculation (ωB97M-V/def2-TZVPD) of a cluster of 9 separate species, C29H70N10O9 in total.

XYZ file:
```
118
Properties=species:S:1:pos:R:3:lowdin_charge:R:1
C -3.416 2.055 -1.317 -0.101
C -4.001 3.330 -0.708 -0.275
N -3.065 4.429 -0.479 -0.041
C -1.885 4.108 0.301 -0.404
N -1.585 5.263 1.155 0.046
C -0.630 3.736 -0.543 -0.177
O 0.490 4.570 -0.317 -0.195
C 1.085 5.138 -1.459 -0.106
H -4.135 1.232 -1.223 0.067
H -3.187 2.167 -2.383 0.069
H -2.510 1.734 -0.797 0.051
H -4.791 3.712 -1.366 0.105
H -4.480 3.092 0.250 0.096
H -2.829 4.886 -1.353 0.106
H -2.149 3.216 0.886 0.116
H -2.429 5.475 1.678 0.064
H -0.844 5.052 1.817 0.068
H -0.341 2.702 -0.307 0.115
H -0.909 3.738 -1.606 0.105
H 1.403 6.162 -1.242 0.090
H 0.377 5.164 -2.298 0.081
H 1.967 4.560 -1.777 0.078
C 1.121 -0.757 -3.074 -0.003
C 0.697 0.648 -2.715 -0.543
O -0.425 1.073 -2.930 0.026
N 1.643 1.444 -2.137 0.026
C 3.006 1.101 -1.799 -0.080
H 0.270 -1.278 -3.501 0.085
H 1.934 -0.742 -3.801 0.086
H 1.462 -1.303 -2.192 0.077
H 1.323 2.378 -1.928 0.101
H 3.177 1.216 -0.725 0.086
H 3.716 1.744 -2.326 0.079
H 3.209 0.068 -2.060 0.065
C 4.243 -4.436 -3.124 -0.007
C 2.906 -4.371 -2.416 -0.540
O 2.780 -3.754 -1.361 -0.001
N 1.858 -5.003 -2.980 0.025
C 1.851 -5.764 -4.208 -0.077
H 4.975 -3.879 -2.548 0.056
H 4.582 -5.467 -3.230 0.084
H 4.179 -4.002 -4.124 0.083
H 0.972 -4.943 -2.482 0.091
H 1.153 -5.336 -4.930 0.084
H 1.551 -6.797 -4.024 0.084
H 2.840 -5.773 -4.658 0.066
C 0.198 -5.305 0.470 -0.009
C -0.782 -5.824 -0.548 -0.516
O -0.732 -5.519 -1.738 0.006
N -1.762 -6.654 -0.114 0.008
C -1.992 -7.120 1.236 -0.078
H 0.910 -4.644 -0.018 0.061
H -0.315 -4.752 1.258 0.088
H 0.745 -6.117 0.950 0.088
H -2.390 -6.962 -0.840 0.138
H -1.930 -8.208 1.294 0.082
H -2.973 -6.811 1.600 0.082
H -1.239 -6.703 1.899 0.073
C -4.441 1.531 3.779 -0.004
C -4.166 0.819 2.470 -0.543
O -3.187 1.087 1.791 0.025
N -5.058 -0.123 2.077 0.016
C -6.261 -0.541 2.770 -0.074
H -3.640 2.247 3.939 0.081
H -5.397 2.056 3.746 0.079
H -4.472 0.827 4.612 0.084
H -4.825 -0.562 1.199 0.139
H -6.221 -1.602 3.024 0.087
H -7.148 -0.368 2.160 0.088
H -6.380 0.016 3.691 0.037
C 3.834 -3.381 2.076 0.000
C 2.894 -3.871 3.153 -0.534
O 2.000 -4.668 2.917 0.027
N 3.070 -3.387 4.414 0.003
C 4.062 -2.443 4.875 -0.086
H 3.548 -3.833 1.132 0.064
H 3.772 -2.297 1.967 0.086
H 4.869 -3.639 2.312 0.086
H 2.409 -3.750 5.083 0.136
H 4.700 -2.880 5.646 0.081
H 3.596 -1.544 5.284 0.082
H 4.695 -2.144 4.045 0.068
C 0.683 3.672 -5.424 -0.006
C 1.746 4.748 -5.402 -0.555
O 2.869 4.532 -4.977 0.021
N 1.402 5.981 -5.864 0.005
C 0.126 6.413 -6.392 -0.082
H 1.117 2.764 -5.018 0.072
H -0.179 3.950 -4.816 0.080
H 0.333 3.481 -6.440 0.085
H 2.151 6.654 -5.815 0.138
H 0.220 6.760 -7.423 0.082
H -0.297 7.222 -5.794 0.082
H -0.576 5.585 -6.380 0.070
C -7.701 2.470 6.117 -0.012
C -7.570 0.985 6.374 -0.548
O -7.855 0.159 5.521 0.022
N -7.118 0.596 7.595 0.009
C -6.734 1.429 8.715 -0.078
H -8.071 2.599 5.105 0.083
H -8.399 2.932 6.815 0.084
H -6.738 2.974 6.217 0.082
H -7.057 -0.404 7.702 0.140
H -5.691 1.266 8.989 0.084
H -7.355 1.226 9.589 0.084
H -6.854 2.476 8.454 0.070
C 8.702 -1.207 -0.965 -0.012
C 7.456 -1.501 -1.772 -0.547
O 7.169 -2.633 -2.120 0.033
N 6.663 -0.445 -2.098 0.014
C 6.844 0.953 -1.771 -0.078
H 9.214 -2.148 -0.794 0.081
H 9.366 -0.526 -1.498 0.083
H 8.452 -0.753 -0.005 0.082
H 5.848 -0.705 -2.633 0.134
H 6.010 1.321 -1.171 0.072
H 6.915 1.561 -2.675 0.087
H 7.757 1.091 -1.199 0.071
```

The HOMO-LUMO gap comes out at 8.5659 eV. The SMILES is CCN[C@H](N)COC.CNC(C)=O.CNC(C)=O.CNC(C)=O.CNC(C)=O.CNC(C)=O.CNC(C)=O.CNC(C)=O.CNC(C)=O. For the HOMO energy, the calculation gives -8.0 eV. The value obtained for the total energy is -64539.51357 eV.